This record from the Open Molecules 2025 dataset describes an isolated molecule of C18H20N2O2S2. The level of theory is the ωB97M-V functional and the def2-TZVPD basis.

The value obtained for the HOMO energy is -6.954 eV. Its SMILES is CC(C)Sc1nc2ccc(-n3c(O)c4c(c3O)CCCC4)cc2s1. The value obtained for the orbital gap is 7.44 eV. Its energy above the lowest of the compared OMol25 structures with the same formula, charge and spin is 2.510 eV. As for the total energy: -1754.258154 Ha. Its total charge is 0.

XYZ file:
```
44
C18H20N2O2S2 | the Open Molecules 2025 dataset | the ωB97M-V functional and the def2-TZVPD basis
S 2.23 -2.79 -0.78
S 2.14 -5.58 0.34
O -0.37 2.95 1.79
O -0.58 1.47 -2.84
N -0.24 1.82 -0.42
N 0.52 -3.53 1.05
C -0.67 3.60 -1.68
C 1.02 -1.65 -0.22
C 1.29 -6.33 2.82
C -0.77 4.68 -2.76
C 0.91 -0.35 -0.62
C -0.58 4.02 -0.30
C -0.58 6.43 -0.98
C 0.95 -7.93 0.92
C -0.89 5.42 0.12
C -0.97 -0.10 0.91
C -0.82 -1.45 1.33
C -0.35 2.89 0.43
C -0.49 2.25 -1.73
C -0.12 0.46 -0.08
C -1.34 6.00 -2.22
C 1.53 -3.94 0.33
C 0.92 -6.46 1.34
C 0.21 -2.20 0.75
H -0.31 3.87 2.05
H 0.22 4.81 -3.24
H -0.27 5.69 1.04
H -2.44 5.84 -2.05
H -1.21 6.78 -2.97
H -0.09 -6.09 1.12
H 1.95 -8.29 1.06
H 0.64 -6.96 3.43
H 1.16 -5.28 3.10
H 0.30 -8.47 1.63
H -1.44 -1.84 2.07
H 0.47 6.52 -1.20
H -1.44 4.35 -3.54
H -0.51 0.57 -2.53
H 2.36 -6.59 3.00
H -1.95 5.47 0.36
H -1.77 0.51 1.36
H -0.91 7.43 -0.78
H 1.63 0.04 -1.29
H 0.68 -8.04 -0.12
```